# 1
Computed, not measured: a structure of composition C35H62ClN5P3RhS2, with ωB97M-V/def2-TZVPD.

Values from the calculation:
- electronic energy (eV) = -109818.060
- relative energy (zero: lowest compared OMol25 entry of this formula, charge and spin) (kcal per mole) = 0.0
- spin multiplicity = 5
- frontier orbital gap (alpha / beta) (eV) = 4.9 / 5.5
- expectation value of S² = 6.04
- molecular weight (g mol⁻¹) = 848.33

The geometry in XYZ format:
```
109
Properties=species:S:1:pos:R:3:forces:R:3:lowdin_charge:R:1
Rh -0.235 -0.698 -0.108 0.0 -0.1 0.0 0.633
C 0.904 -0.672 3.743 0.0 0.0 0.0 -0.244
P 0.032 0.217 2.393 0.0 0.0 0.0 1.031
C 1.139 1.639 2.192 0.0 0.0 0.0 -0.461
N 1.262 2.448 3.257 0.0 0.0 0.0 0.082
C 2.136 3.500 3.099 0.0 0.0 0.0 -0.226
C 2.315 4.409 4.149 0.0 0.0 0.0 -0.044
C 3.184 5.478 4.027 0.0 0.0 0.0 -0.116
C 3.900 5.663 2.845 0.0 0.0 0.0 -0.116
C 3.741 4.777 1.796 0.0 0.0 0.0 -0.045
C 2.867 3.689 1.897 0.0 0.0 0.0 -0.228
N 2.742 2.821 0.835 0.0 0.0 0.0 0.078
C 1.868 1.819 1.022 0.0 0.0 0.0 -0.456
P 1.804 0.625 -0.323 0.0 0.0 0.0 0.961
C 1.962 1.608 -1.839 0.0 0.0 0.0 -0.233
C 3.421 -0.306 -0.265 0.0 0.0 0.0 -0.683
C 3.570 -0.906 1.129 0.0 0.0 0.0 -0.097
C 4.613 0.613 -0.553 0.0 0.0 0.0 -0.084
C 3.351 -1.412 -1.310 0.0 0.0 0.0 -0.118
C -1.499 0.825 3.290 0.0 0.0 0.0 -0.691
C -1.237 1.170 4.761 0.0 0.0 0.0 -0.106
C -2.028 2.068 2.574 0.0 0.0 0.0 -0.097
C -2.536 -0.302 3.241 0.0 0.0 0.0 -0.107
H 1.132 0.062 4.515 0.0 0.0 0.0 0.045
H 1.841 -1.083 3.377 0.0 0.0 0.0 0.014
H 0.294 -1.473 4.160 0.0 0.0 0.0 0.039
H 1.748 4.247 5.058 0.0 0.0 0.0 0.101
H 3.307 6.171 4.850 0.0 0.0 0.0 0.092
H 4.579 6.501 2.748 0.0 0.0 0.0 0.091
H 4.285 4.902 0.867 0.0 0.0 0.0 0.101
H 2.167 0.960 -2.691 0.0 0.0 0.0 0.029
H 2.769 2.321 -1.681 0.0 0.0 0.0 0.045
H 1.037 2.150 -2.013 0.0 0.0 0.0 0.020
H 3.673 -0.126 1.885 0.0 0.0 0.0 0.089
H 4.462 -1.540 1.164 0.0 0.0 0.0 0.093
H 2.705 -1.522 1.382 0.0 0.0 0.0 0.033
H 4.614 1.489 0.094 0.0 0.0 0.0 0.068
H 4.617 0.949 -1.590 0.0 0.0 0.0 0.077
H 5.532 0.043 -0.386 0.0 0.0 0.0 0.087
H 2.503 -2.062 -1.110 0.0 0.0 0.0 0.010
H 4.270 -2.006 -1.287 0.0 0.0 0.0 0.097
H 3.235 -1.016 -2.321 0.0 0.0 0.0 0.079
H -0.424 1.886 4.861 0.0 0.0 0.0 0.059
H -1.012 0.281 5.354 0.0 0.0 0.0 0.070
H -2.151 1.610 5.169 0.0 0.0 0.0 0.085
H -1.323 2.894 2.672 0.0 0.0 0.0 0.081
H -2.975 2.365 3.034 0.0 0.0 0.0 0.089
H -2.208 1.894 1.516 0.0 0.0 0.0 0.016
H -2.137 -1.237 3.648 0.0 0.0 0.0 0.065
H -2.895 -0.479 2.230 0.0 0.0 0.0 0.017
H -3.396 -0.021 3.855 0.0 0.0 0.0 0.090
N -1.152 2.256 -0.810 0.0 0.0 -0.1 0.076
C -0.807 1.190 -0.529 0.0 0.0 0.2 -0.541
S -0.266 -1.036 -3.097 0.0 0.1 0.0 0.624
C -0.972 0.342 -3.732 -0.1 0.0 0.1 -1.122
N -2.080 0.925 -3.300 -0.1 0.0 0.0 -0.050
C -2.357 2.267 -3.801 0.1 0.0 0.0 -0.221
C -1.719 2.319 -5.184 0.0 0.0 0.0 -0.412
S -0.271 1.225 -5.062 0.0 0.0 0.0 0.933
H -2.455 0.665 -2.392 0.0 0.0 -0.1 0.045
H -1.905 2.990 -3.118 0.0 0.0 0.0 0.101
H -3.432 2.427 -3.849 0.0 0.0 0.0 0.125
H -1.397 3.323 -5.447 0.0 0.0 0.0 0.079
H -2.382 1.934 -5.957 0.0 0.0 0.0 0.077
C -1.822 -4.288 2.154 0.0 0.0 0.0 -0.083
C -1.621 -4.807 0.721 0.0 0.0 0.0 -0.576
C -1.791 -6.334 0.722 0.0 0.0 0.0 -0.076
C -2.742 -4.216 -0.169 0.0 0.0 0.0 -0.088
P 0.056 -4.195 0.128 0.0 0.1 0.0 0.991
N 0.089 -2.574 0.074 0.0 0.0 -0.1 -0.258
C 1.390 -4.695 1.364 0.0 0.0 0.0 -0.581
C 2.772 -4.530 0.714 0.0 0.0 0.0 -0.079
C 1.283 -6.120 1.919 0.0 0.0 0.0 -0.073
C 1.333 -3.705 2.537 0.0 0.0 0.0 -0.108
C 0.408 -4.939 -1.564 0.0 0.0 0.0 -0.589
C 0.828 -6.413 -1.471 0.0 0.0 0.0 -0.070
C -0.834 -4.846 -2.463 0.0 0.0 0.0 -0.080
C 1.511 -4.153 -2.279 0.0 0.0 0.0 -0.095
H -2.867 -4.442 2.428 0.0 0.0 0.0 0.095
H -1.606 -3.220 2.236 0.0 0.0 0.0 0.065
H -1.214 -4.828 2.876 0.0 0.0 0.0 0.064
H -2.766 -6.550 1.166 0.0 0.0 0.0 0.098
H -1.042 -6.865 1.302 0.0 0.0 0.0 0.059
H -1.806 -6.741 -0.288 0.0 0.0 0.0 0.066
H -3.504 -3.746 0.451 0.0 0.0 0.0 0.088
H -3.229 -5.003 -0.745 0.0 0.0 0.0 0.083
H -2.393 -3.468 -0.869 0.0 0.0 0.0 0.027
H 2.973 -5.270 -0.056 0.0 0.0 0.0 0.066
H 3.522 -4.664 1.497 0.0 0.0 0.0 0.096
H 2.910 -3.535 0.298 0.0 0.0 0.0 0.047
H 1.266 -6.888 1.147 0.0 0.0 0.0 0.070
H 0.414 -6.247 2.563 0.0 0.0 0.0 0.066
H 2.166 -6.296 2.538 0.0 0.0 0.0 0.097
H 1.176 -2.690 2.186 0.0 0.0 0.0 0.013
H 2.286 -3.739 3.070 0.0 0.0 0.0 0.101
H 0.550 -3.943 3.252 0.0 0.0 0.0 0.068
H 0.098 -7.040 -0.962 0.0 0.0 0.0 0.064
H 1.792 -6.546 -0.987 0.0 0.0 0.0 0.064
H 0.925 -6.790 -2.492 0.0 0.0 0.0 0.096
H -1.662 -5.457 -2.113 0.0 0.0 0.0 0.065
H -0.546 -5.219 -3.448 0.0 0.0 0.0 0.096
H -1.168 -3.816 -2.591 0.0 0.0 0.0 0.052
H 2.476 -4.213 -1.785 0.0 0.0 0.0 0.061
H 1.242 -3.107 -2.397 0.0 0.0 0.0 0.002
H 1.624 -4.581 -3.279 0.0 0.0 0.0 0.099
Cl -3.622 0.186 -0.259 0.0 0.0 0.0 0.543
C -2.337 -1.062 -0.234 0.0 0.0 0.0 -0.694
H -2.441 -1.582 -1.180 0.0 0.0 0.0 -0.041
H -2.585 -1.717 0.592 0.0 0.0 0.0 -0.041
```
Forces are in eV/Å.


# 2
Computed, not measured: a cluster of 8 separate species, C35H62F6N2O8P in total at a distorted geometry, with ωB97M-V/def2-TZVPD.

Values from the calculation:
- electronic energy (eV) = -82238.107
- charge = +1
- frontier orbital gap (eV) = 4.5
- molecular weight (g mol⁻¹) = 783.85

The geometry in XYZ format:
```
114
Properties=species:S:1:pos:R:3:forces:R:3:lowdin_charge:R:1
C 4.970 -2.484 0.595 0.3 1.0 0.2 -0.245
P 3.589 -1.921 -0.568 -1.0 -2.2 -1.4 0.938
O 4.078 -2.308 -2.179 -0.1 0.9 2.1 -0.322
C 3.391 -0.042 -0.436 -1.0 5.3 0.9 -0.167
C 4.380 1.032 -0.934 0.7 -0.9 -0.4 0.093
N 4.270 2.437 -0.898 -2.4 -4.6 1.0 -0.108
F 5.230 3.218 -1.416 -0.8 -0.4 0.4 0.132
N 3.208 3.019 -0.384 -1.0 -2.0 0.7 0.166
C 2.236 2.175 0.152 -0.8 -1.0 0.5 0.040
C 2.131 0.635 0.230 5.1 0.7 -2.4 0.040
C 0.937 -0.195 0.866 -0.5 1.0 1.6 -0.289
F 1.314 -1.391 1.490 -0.7 2.6 -1.7 0.086
F 0.379 0.629 1.901 1.1 -1.6 -2.1 0.063
C -0.225 -0.368 -0.233 -1.2 -0.3 -0.7 -0.346
F -1.346 -0.992 0.328 2.9 1.6 -1.6 0.133
F -0.570 0.932 -0.679 0.7 -3.0 1.0 0.105
F 0.229 -1.093 -1.343 -1.0 1.6 2.6 0.107
H 5.607 -1.584 0.877 -0.4 -1.4 -0.2 0.046
H 5.573 -3.298 0.079 -0.8 1.1 0.6 0.070
H 4.459 -2.893 1.537 0.7 0.6 -1.5 0.063
H 3.512 -3.033 -2.531 0.2 0.6 0.3 0.052
H 5.350 0.629 -1.403 -1.6 1.0 0.7 0.168
H 1.344 2.729 0.622 1.7 -0.7 -0.9 0.156
C -4.404 -1.222 3.712 -0.2 0.4 0.2 -0.171
C -3.025 -1.532 3.171 0.2 -0.1 -0.4 -0.188
C -2.430 -2.371 4.286 0.0 -0.1 0.4 -0.208
O -3.518 -3.066 4.907 0.1 0.3 -0.3 -0.128
C -4.753 -2.506 4.437 -0.3 -0.4 0.1 -0.201
H -5.130 -0.957 2.940 0.0 0.0 0.1 0.108
H -4.345 -0.394 4.425 -0.1 -0.1 0.0 0.110
H -3.111 -2.131 2.258 0.0 0.0 0.0 0.111
H -2.432 -0.644 2.942 0.0 0.0 0.0 0.102
H -1.956 -1.742 5.047 0.1 0.0 -0.1 0.117
H -1.694 -3.092 3.922 -0.1 0.0 0.1 0.115
H -5.213 -3.233 3.757 -0.1 0.1 0.0 0.119
H -5.428 -2.342 5.279 0.1 0.0 0.0 0.103
C 8.157 5.820 1.190 0.2 0.2 -0.4 -0.172
C 6.827 5.103 1.256 -0.4 0.1 0.2 -0.184
C 7.254 3.647 1.265 0.3 -0.2 0.0 -0.232
O 8.530 3.594 1.910 -0.4 0.1 -0.2 -0.132
C 9.036 4.930 2.047 0.2 0.0 0.4 -0.194
H 8.120 6.850 1.546 0.0 -0.1 0.0 0.119
H 8.525 5.827 0.159 0.0 0.0 0.1 0.119
H 6.318 5.349 2.193 0.0 0.0 -0.1 0.119
H 6.155 5.345 0.429 0.0 0.0 0.0 0.104
H 7.376 3.262 0.246 -0.1 0.0 -0.1 0.101
H 6.546 3.006 1.798 0.1 -0.1 0.1 0.110
H 8.970 5.206 3.104 0.1 0.1 0.0 0.122
H 10.085 4.958 1.744 -0.1 -0.1 0.0 0.122
C -0.587 -4.814 -3.426 -0.2 0.1 -0.4 -0.171
C -0.608 -5.933 -2.407 -0.2 0.0 0.4 -0.174
C 0.784 -6.516 -2.550 0.2 -0.3 -0.1 -0.199
O 1.647 -5.438 -2.942 -0.2 0.2 0.1 -0.148
C 0.839 -4.313 -3.313 0.3 0.1 0.0 -0.215
H -1.328 -4.035 -3.239 0.1 0.0 0.0 0.114
H -0.762 -5.220 -4.427 0.0 0.1 0.1 0.121
H -0.738 -5.517 -1.402 0.0 -0.1 0.0 0.115
H -1.397 -6.667 -2.577 0.1 0.0 0.0 0.118
H 0.819 -7.276 -3.338 0.0 0.0 0.1 0.121
H 1.151 -6.960 -1.622 0.1 0.1 -0.1 0.118
H 0.933 -3.558 -2.522 -0.1 0.1 0.0 0.095
H 1.209 -3.886 -4.248 0.1 -0.1 0.1 0.116
C -7.984 0.430 8.268 -0.1 -0.2 0.4 -0.172
C -6.883 1.397 7.892 0.0 0.4 -0.2 -0.175
C -5.874 0.482 7.226 0.3 -0.2 0.0 -0.203
O -6.617 -0.584 6.619 -0.1 0.2 0.2 -0.164
C -7.968 -0.534 7.098 -0.2 -0.1 -0.3 -0.202
H -8.955 0.906 8.414 0.1 -0.1 0.0 0.117
H -7.718 -0.096 9.190 -0.1 0.0 -0.1 0.118
H -7.261 2.127 7.168 0.1 0.0 0.1 0.117
H -6.468 1.943 8.741 0.0 -0.1 -0.1 0.116
H -5.192 0.040 7.960 0.0 0.1 0.0 0.121
H -5.281 0.996 6.465 0.0 -0.1 0.0 0.110
H -8.600 -0.174 6.279 -0.1 0.0 0.1 0.108
H -8.297 -1.537 7.377 0.1 0.0 -0.1 0.123
C -8.383 -2.314 2.242 0.3 -0.2 -0.2 -0.179
C -8.427 -1.429 3.467 -0.1 -0.1 0.4 -0.183
C -8.812 -0.088 2.874 0.0 0.2 -0.2 -0.202
O -9.618 -0.361 1.720 0.2 -0.2 0.2 -0.136
C -9.524 -1.759 1.411 -0.3 0.1 -0.1 -0.203
H -8.496 -3.377 2.463 0.0 0.1 0.0 0.116
H -7.433 -2.173 1.715 0.0 0.0 0.0 0.109
H -9.211 -1.775 4.148 0.1 0.0 0.0 0.120
H -7.486 -1.395 4.020 -0.1 0.0 0.0 0.091
H -7.929 0.469 2.541 0.0 0.0 0.1 0.115
H -9.373 0.536 3.574 0.0 0.0 -0.1 0.116
H -10.476 -2.227 1.682 0.0 -0.1 -0.1 0.119
H -9.365 -1.888 0.339 -0.1 0.1 0.0 0.117
C 4.095 -0.901 -7.443 -0.2 0.0 -0.4 -0.169
C 3.900 -0.031 -6.221 0.2 0.4 0.2 -0.176
C 3.054 -0.921 -5.332 -0.3 -0.2 0.0 -0.217
O 3.413 -2.274 -5.636 0.0 0.3 0.0 -0.153
C 4.210 -2.283 -6.830 0.2 -0.3 0.1 -0.196
H 4.964 -0.628 -8.043 -0.1 0.0 0.0 0.118
H 3.207 -0.848 -8.081 0.1 0.0 0.0 0.120
H 4.868 0.162 -5.744 0.0 0.0 0.0 0.115
H 3.428 0.930 -6.435 0.0 0.0 0.0 0.102
H 1.987 -0.800 -5.549 0.0 0.1 0.0 0.121
H 3.217 -0.728 -4.268 0.0 -0.1 0.0 0.089
H 5.243 -2.505 -6.542 0.0 0.0 -0.1 0.119
H 3.860 -3.071 -7.500 0.0 0.0 0.1 0.121
C 3.091 5.204 -4.780 0.3 0.0 0.4 -0.185
C 2.990 5.824 -6.156 -0.3 0.3 -0.2 -0.172
C 3.158 4.618 -7.058 0.2 -0.2 -0.3 -0.195
O 2.624 3.490 -6.347 0.0 0.2 0.3 -0.151
C 2.399 3.870 -4.984 -0.3 -0.1 -0.2 -0.215
H 2.634 5.805 -3.992 0.0 0.0 0.0 0.114
H 4.144 5.044 -4.522 -0.1 0.0 0.0 0.112
H 1.995 6.259 -6.294 0.1 0.0 0.0 0.120
H 3.731 6.603 -6.343 -0.1 -0.1 0.0 0.119
H 4.215 4.416 -7.261 0.0 0.1 -0.1 0.120
H 2.636 4.731 -8.011 0.0 -0.1 0.1 0.122
H 1.317 3.958 -4.835 0.0 0.0 0.1 0.120
H 2.781 3.092 -4.318 0.0 -0.1 -0.1 0.100
```
Forces are in eV/Å.